Entry 1:
The following is a quantum chemistry calculation of a cluster of 2 separate species, C6H16N6 in total, from OMol25.

Summary:
- Charge: +2
- Lowest unoccupied orbital energy: -7.85 eV

Last column: Löwdin charge in e.
Geometry (Å):
C: -0.364985 -0.544004 0.047161  0.104
C: 3.050971 -1.018799 0.163884  -0.074
C: -2.592710 0.546946 -0.076419  0.008
C: -1.850900 -1.700819 1.269506  0.005
C: -2.203325 -1.592390 -1.227221  0.036
C: -1.773668 -0.738369 0.051452  -0.471
N: 0.807547 -0.398028 -0.074160  0.101
N: 2.081309 -0.098487 -0.077783  -0.014
N: 5.375620 -0.523332 0.141520  0.300
N: 4.262046 -0.766966 -0.018080  0.046
N: 1.169948 2.421438 -0.452037  0.070
N: 0.069104 2.431757 0.454748  0.006
H: 0.670453 2.060492 -1.363373  0.212
H: 2.897312 -2.065723 0.185352  0.162
H: -3.363820 0.298605 0.568627  0.086
H: -2.793467 0.837349 -1.096675  0.106
H: -2.108408 1.340337 0.468448  0.058
H: -1.598558 -1.124648 2.220551  0.136
H: -2.809267 -1.908107 1.518080  0.070
H: -1.319451 -2.552342 1.188949  0.065
H: -1.506451 -1.602955 -1.944776  0.049
H: -3.110282 -1.179535 -1.578937  0.085
H: -2.361548 -2.622772 -1.011511  0.095
H: 6.096445 -0.326085 -0.573997  0.168
H: 1.754933 1.606816 -0.016879  0.118
H: 1.569939 3.439855 -0.628207  0.232
H: 0.418139 2.484602 1.408457  0.120
H: -0.466938 3.295153 0.453323  0.121

Force components x, y, z for each atom (eV/Å):
5.374 1.321 -1.570
-2.560 -0.169 -0.881
2.061 0.233 1.371
-0.080 5.427 2.198
-1.103 0.106 2.953
-0.153 -2.454 -1.712
-4.045 -2.129 1.013
0.957 1.338 0.499
3.400 1.454 2.563
-0.642 0.353 -1.816
-1.368 1.224 -1.602
-0.847 0.642 1.745
1.942 0.886 1.718
-0.628 -1.180 0.351
-2.592 -0.058 0.403
-0.325 -0.134 0.014
0.210 0.480 -0.090
0.430 -0.744 -1.052
-3.381 -1.028 0.068
1.972 -2.694 -0.520
2.629 0.433 -2.916
-0.886 0.278 -0.489
-0.229 -0.780 0.609
-0.781 -0.730 -0.811
0.526 0.963 -1.513
-0.280 -2.769 0.373
0.470 -0.463 0.067
-0.073 0.195 -0.974


Entry 2:
The following is a quantum chemistry calculation of the ion C6H16NO with charge +1, from OMol25.

Summary:
- Charge: +1
- Lowest unoccupied orbital energy: -3.29 eV
- SMILES: CC[C@@H](C)[C@H]([NH3+])CO

Last column: Löwdin charge in e.
Geometry (Å):
C: -0.672599 -2.914316 0.034225  -0.070
C: -0.765918 -1.470118 0.618191  -0.205
C: 0.394396 -0.496796 0.250584  -0.303
C: 0.698539 -0.699351 -1.258636  -0.062
C: -0.043668 0.962120 0.563698  -0.249
N: -0.997378 1.441227 -0.504696  0.220
C: 1.186370 1.855943 0.675548  -0.149
O: 0.750357 3.167853 0.155985  -0.084
H: -1.591056 -3.429902 0.291429  0.080
H: 0.158601 -3.312038 0.617868  0.089
H: -0.487262 -2.956583 -1.020590  0.056
H: -0.853461 -1.599076 1.709656  0.123
H: -1.647781 -0.913668 0.299441  0.088
H: 1.323826 -0.587893 0.810057  0.146
H: 1.187341 -1.663233 -1.387804  0.087
H: -0.248893 -0.688804 -1.816215  0.089
H: 1.442362 -0.042398 -1.756306  0.098
H: -0.509767 1.157897 1.535330  0.167
H: -1.280072 2.429808 -0.475985  0.171
H: -1.886974 0.995922 -0.281331  0.164
H: -0.670296 1.362659 -1.464326  0.162
H: 1.471524 1.753141 1.717772  0.138
H: 1.996334 1.757487 -0.048715  0.133
H: 1.045475 3.890118 0.734821  0.110

Force components x, y, z for each atom (eV/Å):
0.054 1.453 1.440
0.588 -0.121 0.135
-0.726 0.268 -0.454
0.572 0.336 0.050
1.447 0.090 -0.478
-1.034 1.076 0.736
-0.482 1.738 -2.202
-0.157 0.193 1.745
0.024 -0.265 -0.059
-0.014 -0.659 -0.434
0.030 -0.115 -0.398
0.045 0.342 -0.317
-0.511 -0.470 -0.117
-0.052 -0.594 0.214
-0.386 -0.180 0.028
0.366 -0.211 -0.124
-0.594 0.268 0.592
-0.681 -0.697 -0.377
0.885 0.196 0.725
-0.001 -0.662 -0.904
0.019 -0.857 -0.085
0.487 0.685 0.020
0.195 -1.528 0.534
-0.075 -0.288 -0.265


Entry 3:
The following is a quantum chemistry calculation of a cluster of 2 separate species, C6H16NO2 in total, from OMol25.

Summary:
- Charge: +1
- Lowest unoccupied orbital energy: -2.83 eV

Last column: Löwdin charge in e.
Geometry (Å):
O: 2.937356 -2.937603 0.793281  0.068
O: 4.868098 -3.938421 1.390506  0.077
C: 3.592388 -3.947805 0.921917  -0.576
C: 3.143721 -5.342724 0.603605  0.003
H: 5.074979 -2.981178 1.571919  0.144
H: 2.107777 -5.333096 0.224986  0.091
H: 3.182209 -5.974181 1.507148  0.097
H: 3.795397 -5.789613 -0.165941  0.097
C: -1.324934 2.141485 1.042585  -0.002
C: -2.262268 0.804331 -0.762083  -0.002
C: -2.696215 3.197315 -0.668618  -0.003
C: -0.469970 2.385017 -1.223046  -0.002
N: -1.688350 2.132037 -0.402787  -0.446
H: -2.217486 1.955382 1.663343  0.121
H: -0.898217 3.118886 1.324037  0.121
H: -0.578799 1.357476 1.255243  0.122
H: -3.165831 0.602521 -0.162528  0.121
H: -2.536506 0.781777 -1.830206  0.121
H: -1.527148 0.004607 -0.570633  0.122
H: -2.285619 4.187116 -0.407275  0.121
H: -2.975559 3.202874 -1.735642  0.121
H: -3.604876 3.023619 -0.067971  0.121
H: -0.033206 3.365276 -0.968228  0.121
H: 0.286212 1.603866 -1.037022  0.122
H: -0.723153 2.381035 -2.296588  0.121

Force components x, y, z for each atom (eV/Å):
0.349 -0.436 0.079
-0.341 1.360 0.025
0.135 0.156 0.067
-0.503 -0.429 -0.232
-0.153 -1.182 -0.186
0.525 0.099 0.204
0.122 0.274 -0.373
-0.164 0.188 0.409
0.254 -0.002 0.983
-0.381 -0.910 -0.242
-0.676 0.713 -0.178
0.834 0.163 -0.555
-0.011 0.012 -0.003
0.309 0.073 -0.446
-0.221 -0.394 -0.310
-0.346 0.309 -0.280
0.441 0.261 -0.192
0.188 0.190 0.477
-0.213 0.497 -0.027
-0.030 -0.541 -0.069
0.248 -0.145 0.465
0.501 -0.073 -0.206
-0.341 -0.428 0.009
-0.466 0.275 0.037
-0.064 -0.033 0.542


Entry 4:
The following is a quantum chemistry calculation of the molecule C6H16NOP, from OMol25.

Summary:
- Charge: 0
- Lowest unoccupied orbital energy: 0.82 eV
- SMILES: CC(C)N([PH2]=O)C(C)C

Last column: Löwdin charge in e.
Geometry (Å):
C: 0.573791 -1.608551 -1.676591  -0.077
C: 0.483815 -1.266122 -0.193444  -0.441
C: -0.272874 -2.256332 0.577798  -0.096
N: -0.286303 0.002866 -0.077084  -0.273
P: -1.898679 0.217780 -0.480044  0.699
O: -2.900488 -0.368626 0.494695  -0.428
C: 0.444328 0.958538 0.633332  -0.508
C: -0.294196 1.921130 1.629961  -0.063
C: 1.414102 1.862705 -0.243499  -0.042
H: -0.352540 -1.348230 -2.246125  0.053
H: 1.504768 -1.034811 -2.121788  0.104
H: 0.862510 -2.607706 -2.025735  0.070
H: 1.518306 -1.046874 0.251682  0.162
H: -0.320620 -1.938276 1.588993  0.077
H: 0.106416 -3.273002 0.669553  0.079
H: -1.229278 -2.661273 0.174154  0.102
H: -1.870798 1.551277 -0.586185  -0.005
H: -2.057989 -0.221121 -1.818219  0.016
H: 1.040012 0.343885 1.297866  0.112
H: -0.944685 1.438909 2.347566  0.072
H: 0.556401 2.475581 2.047102  0.073
H: -0.913511 2.596990 0.917220  0.082
H: 0.880938 2.779269 -0.620519  0.081
H: 1.777908 1.232671 -1.061955  0.058
H: 2.178665 2.249323 0.521265  0.096

Force components x, y, z for each atom (eV/Å):
2.305 1.061 -2.161
-0.086 0.281 -1.387
-0.703 -3.238 0.570
-0.720 -0.624 -1.532
-0.587 -2.687 2.206
1.125 0.964 -1.715
1.012 2.596 1.744
-0.205 0.599 -3.048
-0.603 0.195 1.866
0.891 -0.080 0.542
-2.090 -0.475 0.584
-0.371 -0.287 0.935
-1.528 -0.607 -0.767
-0.814 0.397 0.960
1.467 -0.009 -0.168
-0.027 1.665 0.113
-0.232 1.612 -0.267
0.095 0.030 0.332
0.641 0.270 0.250
0.060 -0.095 0.168
-0.758 0.167 0.340
0.866 -0.597 1.741
0.360 -1.011 0.114
0.443 0.511 0.194
-0.542 -0.637 -1.615


Copy entry 3 word for word.
The following is a quantum chemistry calculation of a cluster of 2 separate species, C6H16NO2 in total, from OMol25.

Summary:
- Charge: +1
- Lowest unoccupied orbital energy: -2.83 eV

Last column: Löwdin charge in e.
Geometry (Å):
O: 2.937356 -2.937603 0.793281  0.068
O: 4.868098 -3.938421 1.390506  0.077
C: 3.592388 -3.947805 0.921917  -0.576
C: 3.143721 -5.342724 0.603605  0.003
H: 5.074979 -2.981178 1.571919  0.144
H: 2.107777 -5.333096 0.224986  0.091
H: 3.182209 -5.974181 1.507148  0.097
H: 3.795397 -5.789613 -0.165941  0.097
C: -1.324934 2.141485 1.042585  -0.002
C: -2.262268 0.804331 -0.762083  -0.002
C: -2.696215 3.197315 -0.668618  -0.003
C: -0.469970 2.385017 -1.223046  -0.002
N: -1.688350 2.132037 -0.402787  -0.446
H: -2.217486 1.955382 1.663343  0.121
H: -0.898217 3.118886 1.324037  0.121
H: -0.578799 1.357476 1.255243  0.122
H: -3.165831 0.602521 -0.162528  0.121
H: -2.536506 0.781777 -1.830206  0.121
H: -1.527148 0.004607 -0.570633  0.122
H: -2.285619 4.187116 -0.407275  0.121
H: -2.975559 3.202874 -1.735642  0.121
H: -3.604876 3.023619 -0.067971  0.121
H: -0.033206 3.365276 -0.968228  0.121
H: 0.286212 1.603866 -1.037022  0.122
H: -0.723153 2.381035 -2.296588  0.121

Force components x, y, z for each atom (eV/Å):
0.349 -0.436 0.079
-0.341 1.360 0.025
0.135 0.156 0.067
-0.503 -0.429 -0.232
-0.153 -1.182 -0.186
0.525 0.099 0.204
0.122 0.274 -0.373
-0.164 0.188 0.409
0.254 -0.002 0.983
-0.381 -0.910 -0.242
-0.676 0.713 -0.178
0.834 0.163 -0.555
-0.011 0.012 -0.003
0.309 0.073 -0.446
-0.221 -0.394 -0.310
-0.346 0.309 -0.280
0.441 0.261 -0.192
0.188 0.190 0.477
-0.213 0.497 -0.027
-0.030 -0.541 -0.069
0.248 -0.145 0.465
0.501 -0.073 -0.206
-0.341 -0.428 0.009
-0.466 0.275 0.037
-0.064 -0.033 0.542


What did the third record say?
The following is a quantum chemistry calculation of a cluster of 2 separate species, C6H16NO2 in total, from OMol25.

Summary:
- Charge: +1
- Lowest unoccupied orbital energy: -2.83 eV

Last column: Löwdin charge in e.
Geometry (Å):
O: 2.937356 -2.937603 0.793281  0.068
O: 4.868098 -3.938421 1.390506  0.077
C: 3.592388 -3.947805 0.921917  -0.576
C: 3.143721 -5.342724 0.603605  0.003
H: 5.074979 -2.981178 1.571919  0.144
H: 2.107777 -5.333096 0.224986  0.091
H: 3.182209 -5.974181 1.507148  0.097
H: 3.795397 -5.789613 -0.165941  0.097
C: -1.324934 2.141485 1.042585  -0.002
C: -2.262268 0.804331 -0.762083  -0.002
C: -2.696215 3.197315 -0.668618  -0.003
C: -0.469970 2.385017 -1.223046  -0.002
N: -1.688350 2.132037 -0.402787  -0.446
H: -2.217486 1.955382 1.663343  0.121
H: -0.898217 3.118886 1.324037  0.121
H: -0.578799 1.357476 1.255243  0.122
H: -3.165831 0.602521 -0.162528  0.121
H: -2.536506 0.781777 -1.830206  0.121
H: -1.527148 0.004607 -0.570633  0.122
H: -2.285619 4.187116 -0.407275  0.121
H: -2.975559 3.202874 -1.735642  0.121
H: -3.604876 3.023619 -0.067971  0.121
H: -0.033206 3.365276 -0.968228  0.121
H: 0.286212 1.603866 -1.037022  0.122
H: -0.723153 2.381035 -2.296588  0.121

Force components x, y, z for each atom (eV/Å):
0.349 -0.436 0.079
-0.341 1.360 0.025
0.135 0.156 0.067
-0.503 -0.429 -0.232
-0.153 -1.182 -0.186
0.525 0.099 0.204
0.122 0.274 -0.373
-0.164 0.188 0.409
0.254 -0.002 0.983
-0.381 -0.910 -0.242
-0.676 0.713 -0.178
0.834 0.163 -0.555
-0.011 0.012 -0.003
0.309 0.073 -0.446
-0.221 -0.394 -0.310
-0.346 0.309 -0.280
0.441 0.261 -0.192
0.188 0.190 0.477
-0.213 0.497 -0.027
-0.030 -0.541 -0.069
0.248 -0.145 0.465
0.501 -0.073 -0.206
-0.341 -0.428 0.009
-0.466 0.275 0.037
-0.064 -0.033 0.542


Q: Which value of lowest unoccupied orbital energy does entry 1 give?
A: -7.85 eV


Q: What is the charge in the third record?
A: +1